18
Properties=species:S:1:pos:R:3:forces:R:3 method="wB97M-V/def2-TZVPD" smiles="C=C[C@@](C)(F)C(=O)CO" e_lumo_ev=0.72 orbital_gap_ev=10.366 charge=0 e_above_lowest_ev=0.732
H -1.40387 0.37364 -1.70800 -0.07 -0.03 -0.16
C 0.59004 1.91991 -0.53378 -0.11 -0.23 0.17
H -2.52993 0.32773 1.14510 0.07 0.01 0.18
C -2.52820 0.28355 0.06887 -0.03 0.02 0.07
H 1.52491 2.09291 -0.00512 0.09 0.00 0.00
C -0.05271 0.62992 -0.02926 0.02 0.33 -0.58
O 1.17325 -0.74501 -1.55131 0.01 -0.01 -0.09
O 1.79887 -2.64667 0.26791 0.14 -0.20 -0.18
H 0.14377 -1.79261 1.19492 0.11 0.14 -0.02
H 2.01121 -3.21926 1.01210 -0.06 0.12 -0.04
F -0.14597 0.69735 1.35726 -0.03 -0.06 0.14
H 0.79304 1.82521 -1.59631 0.02 0.01 -0.08
H -3.47895 0.13744 -0.41288 -0.15 -0.03 -0.16
H -0.07825 2.75976 -0.35932 -0.05 0.02 0.01
C 0.80876 -0.58408 -0.42133 -0.06 -0.02 0.55
C -1.41699 0.41783 -0.62907 0.22 0.03 0.11
H 1.68660 -0.95474 1.47140 -0.17 -0.03 -0.06
C 1.10440 -1.52286 0.72883 0.04 -0.06 0.15

---

19
Properties=species:S:1:pos:R:3:forces:R:3 method="wB97M-V/def2-TZVPD" e_lumo_ev="-0.01 / -3.07" orbital_gap_ev="6.319 / 3.095" charge=0 multiplicity=3
H 0.68083 -0.69636 0.15764 -0.95 0.75 -0.43
C 0.08974 1.88342 1.44964 2.36 -1.85 -1.68
C -1.19240 1.33796 1.36296 0.28 1.56 -2.53
H 1.88053 -2.06808 -1.24165 0.06 0.49 -0.22
Hg -1.25423 0.98442 3.94306 -0.07 0.07 1.63
C 0.92414 1.93661 0.28422 -1.09 2.40 1.67
Li -1.58726 -1.64070 0.70271 0.50 0.19 -0.24
H -1.73077 1.50330 0.40985 0.08 0.08 0.50
C 0.39602 -0.48252 -0.88398 -1.02 -1.28 -0.84
O -0.86747 -2.69131 -0.54442 0.87 -0.22 -0.40
H 0.49628 2.44410 -0.58761 0.36 -0.80 -0.12
H 2.00622 1.97587 0.44205 -0.40 0.16 -0.22
C -0.29173 -1.97342 -1.52709 -0.20 0.39 0.67
H 0.70176 1.64038 2.33317 -0.48 0.04 0.12
C 1.10869 -1.48952 -1.76014 -0.12 -0.59 0.39
H -0.33972 0.23087 -1.27757 1.14 0.19 0.49
H 1.35191 -1.12335 -2.76657 -0.07 -0.62 0.29
H -0.83318 -2.01020 -2.49227 -0.25 0.86 0.52
O -1.53938 0.23855 1.99602 -1.00 -1.82 0.40

---

16
Properties=species:S:1:pos:R:3:forces:R:3 method="wB97M-V/def2-TZVPD" e_lumo_ev=0.54 orbital_gap_ev=8.726 charge=0 e_above_lowest_ev=1.813
H -0.10449 -0.67305 1.68170 -0.20 0.22 0.11
H 0.81537 2.62475 0.01255 0.03 0.02 0.05
C 1.28645 -2.05341 0.20198 -2.92 3.20 0.52
H 0.96777 -2.48814 -0.73107 0.04 -0.19 -0.20
I -3.19643 -0.19026 0.33129 0.51 0.00 -0.16
H 1.19947 -2.72439 1.03717 0.07 -0.25 0.21
C -0.00920 -0.63373 0.60662 2.87 -3.15 -0.56
H 2.23165 -1.54042 0.13951 0.29 -0.01 0.00
H 0.27982 1.97997 1.56934 -0.01 0.07 0.04
H -0.90822 2.57273 0.39999 -0.02 0.05 -0.03
C -0.48650 0.22588 -1.42807 -0.08 0.01 0.02
C 0.04009 2.04257 0.50974 -0.11 0.04 -0.03
H 0.14264 -0.43165 -2.01532 0.12 -0.12 -0.06
H -1.03851 0.94828 -2.01960 -0.05 0.05 0.04
C -1.17741 -0.33387 -0.22572 -0.14 0.54 0.17
C -0.04251 0.67475 -0.07012 -0.40 -0.48 -0.12

---

16
Properties=species:S:1:pos:R:3:forces:R:3 method="wB97M-V/def2-TZVPD" smiles="C=C1C=C[C@@H]1C.I" e_lumo_ev=0.21 orbital_gap_ev=9.145 charge=0 e_above_lowest_ev=1.873
H -1.50179 -1.56861 0.10801 -3.66 0.40 -1.91
C -0.63395 -1.64339 0.58498 1.92 0.45 0.48
H 0.25037 -0.14075 -2.10542 0.39 -1.25 0.61
H -0.60894 -2.28094 1.38277 0.32 -1.55 2.04
C 2.08052 -0.07852 -0.68845 -3.71 -1.60 0.92
C 0.38757 -0.97153 0.14563 0.58 0.36 -1.87
I -4.48736 1.41703 1.90579 1.81 -0.78 0.33
H 0.18028 1.51514 0.30357 -0.99 0.57 -0.67
H -1.10116 1.22175 -1.11675 0.68 1.15 0.70
H -2.91876 0.74139 2.19772 -1.78 0.77 -0.35
H 2.92129 0.34929 -1.07773 2.07 1.05 -0.92
C 1.80526 -0.87045 0.36180 2.64 0.56 1.41
H 0.59882 2.07343 -1.35748 -1.18 -0.03 0.23
H 2.50453 -1.12914 1.18469 -0.78 -0.29 -0.55
C 0.56927 -0.00339 -1.04900 0.55 0.90 -0.90
C -0.04595 1.36870 -0.78015 1.14 -0.68 0.44

---

22
Properties=species:S:1:pos:R:3:forces:R:3 method="wB97M-V/def2-TZVPD" e_lumo_ev=0.22 orbital_gap_ev=8.754 charge=0 e_above_lowest_ev=2.065
O 0.06604 1.56985 1.08647 0.12 0.12 -0.64
N -1.91005 0.14027 2.19293 1.50 -0.92 3.83
C 0.69153 0.54684 0.45292 0.09 -1.72 1.95
H -1.23809 -0.50536 2.65792 -0.60 0.76 -0.54
O -1.75092 -1.18732 0.42419 1.17 -1.86 -1.10
H 2.03125 -0.29358 -0.80214 1.31 -1.34 -0.87
H 0.19527 2.31762 0.54200 -0.08 1.86 -0.85
C 1.13603 0.63862 -3.36322 0.46 -1.48 -0.40
H -0.46959 -2.54990 1.18480 1.34 0.50 1.10
C 0.77441 0.98812 -1.96803 0.70 -1.74 -0.60
O 2.15207 -1.60827 2.54631 0.34 -0.68 0.97
H 0.23725 0.53208 -3.92682 -0.83 -0.25 -0.41
N 1.10723 -1.49558 1.92042 -0.47 -0.34 -1.79
I -0.84462 2.21404 -2.05820 -1.00 1.05 0.49
O 0.27881 -2.69756 1.86339 -0.64 0.57 -0.42
H 1.67881 -0.30981 -3.54434 0.03 0.51 0.67
C 0.77346 -0.51231 1.21055 0.25 -0.84 0.46
C -2.22862 -0.24480 0.99408 0.28 -1.65 -0.15
C 1.20710 0.33083 -0.89785 -1.65 3.13 0.59
H -2.58257 0.45056 2.86692 -0.43 0.69 -0.29
H -2.93657 0.26280 0.49132 -2.84 2.45 -1.51
H 1.63178 1.41285 -3.87361 0.96 1.18 -0.49

---

16
Properties=species:S:1:pos:R:3:forces:R:3 method="wB97M-V/def2-TZVPD" smiles=CCc1cc[nH]c1 e_lumo_ev=1.08 orbital_gap_ev=9.159 charge=0 e_above_lowest_ev=1.518
H 1.60886 0.67518 0.56062 1.07 -0.73 0.53
H 1.89426 -1.69177 2.20173 -0.18 0.04 0.66
H -1.15945 2.34372 -0.72241 1.51 -0.75 -0.24
H -1.22823 0.17325 -1.83264 1.20 0.28 0.40
C -0.09829 -0.35416 -0.09646 -0.41 0.38 1.68
C -0.94351 -1.25909 0.52847 1.59 -0.23 1.42
C -0.18247 1.98180 -1.21444 -1.14 1.29 0.15
C 1.06831 -1.26844 1.66760 -1.90 0.79 -0.05
N -0.23572 -1.79567 1.61809 1.36 -0.43 -0.33
H 0.67925 2.41294 -0.62543 -0.86 -0.71 -0.58
H -0.24465 2.57416 -2.17846 0.46 -1.07 0.72
H 0.53403 0.07592 -2.14552 -0.51 0.36 0.92
C -0.21411 0.42571 -1.37905 -1.40 0.38 -0.92
C 1.03342 -0.21080 0.80662 -0.15 -0.03 -2.67
H -1.97664 -1.48259 0.64533 -0.75 -0.05 -1.21
H -0.53505 -2.60017 2.16595 0.10 0.49 -0.48

---

16
Properties=species:S:1:pos:R:3:forces:R:3 method="wB97M-V/def2-TZVPD" smiles=C#CC[C@]1(C)CN1 e_lumo_ev=1.03 orbital_gap_ev=10.586 charge=0 e_above_lowest_ev=2.838
C -0.83729 0.96331 0.03610 0.01 0.04 0.03
H 2.45960 0.82420 -0.11068 -0.12 0.03 0.07
H 0.74612 0.17496 2.18988 0.06 -0.03 -0.19
C -2.90238 -0.71523 0.27934 0.33 0.25 -0.03
H 0.60421 -0.09762 -2.15763 0.01 -0.06 0.12
C 1.19750 -0.08507 1.23373 -0.05 -0.17 0.21
H -0.08622 -1.45141 -1.24665 0.10 0.13 0.03
H 1.66428 -1.15638 -1.20302 -0.15 0.07 0.02
C 0.68190 -0.67080 -1.22575 0.02 0.00 -0.02
H -0.96083 1.57129 -0.87002 0.01 -0.10 0.11
N 1.62042 1.05910 0.41484 0.19 0.07 -0.13
H -3.72544 -1.38887 0.37902 0.16 0.14 -0.02
C 0.49922 0.23595 -0.02945 -0.12 -0.15 -0.09
H -0.81276 1.66085 0.88057 -0.02 -0.12 -0.10
H 1.82887 -0.97233 1.25831 -0.11 0.16 -0.05
C -1.97721 0.04805 0.17141 -0.34 -0.26 0.04

---

16
Properties=species:S:1:pos:R:3:forces:R:3 method="wB97M-V/def2-TZVPD" e_lumo_ev=0.66 orbital_gap_ev=8.732 charge=0 e_above_lowest_ev=3.032
H -0.84290 -2.93340 0.64750 0.04 -0.01 0.01
C -0.36560 -1.00291 -0.18699 -0.18 0.04 -0.07
N 0.46078 0.67062 -1.36634 -1.27 0.75 0.66
C 0.67919 -0.58312 0.53466 -0.40 0.41 0.03
H 0.51115 1.49524 -1.95671 -0.24 -0.10 0.13
C -1.16396 -2.25563 -0.14256 -0.01 -0.17 0.11
H 1.15487 -1.07943 1.37897 -0.12 0.30 -0.14
H 0.20434 2.87169 0.16944 0.27 -0.32 0.10
H -2.22740 -2.03920 -0.00624 0.12 0.04 -0.05
H 2.05637 1.08488 -0.03903 0.20 -0.16 0.23
H 0.74051 2.08871 1.66920 -0.04 0.30 0.17
C 0.20086 1.92846 0.73819 0.53 0.02 0.15
H -0.86274 1.75453 1.01589 0.77 -0.59 -0.55
C 1.01070 0.78675 -0.01024 0.09 0.51 0.51
H -1.06093 -2.75914 -1.10930 -0.10 -0.04 0.12
C -0.67536 -0.01553 -1.27178 0.36 -0.96 -1.41

---

16
Properties=species:S:1:pos:R:3:forces:R:3 method="wB97M-V/def2-TZVPD" e_lumo_ev=0.86 orbital_gap_ev=8.409 charge=0 e_above_lowest_ev=6.401
H 2.35213 1.18554 1.48888 0.56 1.13 0.27
H 2.05894 2.62550 0.23283 0.69 1.30 0.18
N 0.95142 -1.60704 0.31848 -0.41 1.30 0.20
C -3.09704 -0.21099 -0.43924 2.07 -0.68 0.19
C 0.76007 -2.85128 0.26655 0.72 0.58 0.37
H -2.38231 0.36026 0.21270 -1.21 0.31 -0.73
C 1.90105 0.57546 -0.55367 -0.16 1.35 1.74
H -3.77998 -0.76711 0.22599 0.41 -0.01 -0.75
C 1.95909 1.64417 0.59104 -0.15 -2.44 -0.52
H 2.28376 0.70533 -1.53368 -0.18 -0.14 -0.73
H -3.56593 0.25360 -1.29093 -0.57 1.06 0.45
H 1.37858 -3.32144 1.07931 -0.56 0.11 -0.29
C 0.66524 1.05640 0.22772 0.73 -1.79 0.33
H -2.34926 -0.80016 -1.02139 -0.69 -0.70 0.85
H -0.23888 1.50142 -0.02074 -1.37 0.59 -0.57
C 1.10313 -0.34966 0.21617 0.11 -1.96 -1.00

---

16
Properties=species:S:1:pos:R:3:forces:R:3 method="wB97M-V/def2-TZVPD" e_lumo_ev="-0.57 / -0.58" orbital_gap_ev="8.461 / 8.444" charge=0 e_above_lowest_ev=4.635
H 2.19090 1.71343 -0.24901 -0.02 -0.02 0.19
C -1.80677 -0.35230 -0.14367 -0.04 0.07 -0.23
H -0.71812 0.43312 1.58428 0.00 -0.06 -0.20
C -1.50131 -1.03963 -1.42894 -0.33 -0.29 0.46
N 1.99411 -1.62593 -1.23392 -0.60 0.77 0.43
H 0.90135 2.12189 0.90868 0.14 -0.08 -0.02
H -0.27893 -1.22424 1.15493 -0.01 0.16 -0.12
C -0.56133 -0.24943 0.74005 0.06 -0.01 -0.01
H 0.05774 0.82298 -1.01700 0.17 -0.01 0.10
C 1.34655 -0.77980 -0.78317 0.56 -0.67 -0.36
H -2.60619 -0.97799 0.29898 0.13 -0.01 -0.02
H 2.05745 0.81547 1.28333 -0.01 0.13 -0.03
C 0.55682 0.30939 -0.18313 0.07 0.06 -0.03
H -2.23299 0.64894 -0.29686 -0.03 -0.19 -0.01
C 1.49297 1.30485 0.48613 0.11 0.09 0.11
H -0.89224 -1.92075 -1.12069 -0.19 0.07 -0.25

---

16
Properties=species:S:1:pos:R:3:forces:R:3 method="wB97M-V/def2-TZVPD" e_lumo_ev="-0.28 / -0.42" orbital_gap_ev="7.222 / 7.377" charge=0 e_above_lowest_ev=8.962
H -2.05252 -0.76048 -0.93982 0.09 0.13 -0.36
H 2.30985 -1.10688 1.17181 -0.83 -1.02 3.53
H -0.71636 1.94514 -0.66423 0.12 0.78 -1.07
C 2.38650 -0.84611 0.20760 1.39 1.39 -1.58
H -1.20854 2.18437 0.99340 -0.59 0.87 -0.42
H 2.62166 -1.64790 -0.40459 0.12 -1.89 -1.17
H -0.63871 -1.68672 -0.31418 0.25 0.33 -0.33
C -1.39705 1.61168 0.07956 2.88 -0.56 2.88
C 3.30569 0.30584 0.03989 -0.89 1.57 -0.83
C -0.77469 0.35352 0.48393 2.27 -2.61 -1.81
H 4.29075 0.54748 -0.27381 1.19 -0.58 -0.14
N 2.36183 1.22742 -0.21600 0.15 0.55 0.99
H -1.99014 -1.48262 0.62211 -0.20 0.48 0.48
C 1.47697 0.22332 -0.31459 -3.10 0.17 0.11
C -1.38358 -0.92159 -0.09674 0.19 0.13 0.84
H -2.36976 1.41611 -0.13415 -3.02 0.26 -1.14

---

16
Properties=species:S:1:pos:R:3:forces:R:3 method="wB97M-V/def2-TZVPD" e_lumo_ev=0.80 orbital_gap_ev=8.351 charge=0 e_above_lowest_ev=7.076
H 3.18974 1.83398 -0.22988 -0.07 -0.17 -0.06
C 0.32565 -0.71800 -0.00348 0.09 -0.03 0.03
H -2.02554 0.71181 -0.01231 0.15 0.09 -0.03
C 0.78696 -1.93680 0.22751 0.11 0.29 -0.16
H 1.15466 2.31942 0.39385 0.12 -0.11 -0.08
C 0.13170 0.59852 -0.05396 -0.03 -0.20 -0.02
C -1.15752 1.35127 -0.19063 -0.07 0.00 0.02
H -1.66311 -1.36619 -0.31402 0.16 -0.04 0.05
C 2.49777 0.99400 -0.45286 -0.27 0.47 0.22
N 1.32203 1.40441 -0.02970 0.17 -0.24 -0.08
H -1.00664 -2.91183 0.10147 0.03 0.13 0.01
H -1.26084 -1.71790 1.41291 0.09 -0.01 -0.16
H 1.05720 -2.54782 -0.63640 -0.03 0.08 0.10
H -1.20659 2.16971 0.54122 0.02 -0.12 -0.10
C -0.96163 -1.85592 0.37664 -0.51 -0.07 0.12
H -1.26433 1.79833 -1.18715 0.02 -0.07 0.13

---

16
Properties=species:S:1:pos:R:3:forces:R:3 method="wB97M-V/def2-TZVPD" e_lumo_ev=0.72 orbital_gap_ev=10.709 charge=0 e_above_lowest_ev=1.958
C 1.49872 0.66095 0.10888 -0.08 0.13 0.01
H -1.94683 -1.83137 0.14959 -0.19 0.07 -0.12
N -1.50039 1.76784 1.51730 0.95 0.03 -0.62
H 0.51140 -0.47655 1.65061 0.14 0.02 -0.08
H 2.28841 -0.45114 1.75061 -0.10 -0.01 -0.11
C -1.08500 -1.00904 -1.56959 -0.38 -0.11 0.02
C -0.54890 1.72914 0.85619 -0.79 0.03 0.59
H -0.68055 -1.96810 -1.86303 0.44 0.09 -0.04
H 1.49014 -1.43597 0.52031 0.00 0.14 0.06
H -0.91030 -0.15470 -2.22031 -0.15 -0.18 0.08
C 1.43384 -0.48642 1.06398 -0.06 0.02 0.02
H -2.42543 -0.07933 -0.21700 0.23 0.01 0.13
H 0.73786 2.46245 -0.70293 -0.01 -0.10 0.12
C 0.61792 1.66327 0.02203 0.17 -0.14 -0.02
C -1.85502 -0.95832 -0.49118 -0.04 -0.03 -0.14
H 2.34475 0.67986 -0.57657 -0.11 0.03 0.10

---

Number 1: energy -13179.3974 eV. Number 2: energy -14835.9327 eV. Number 3: energy -14465.2211 eV. Number 4: energy -14465.1603 eV. Number 5: energy -25631.7954 eV. Number 6: energy -7856.6419 eV. Number 7: energy -7855.3213 eV. Number 8: energy -7855.1276 eV. Number 9: energy -7851.7587 eV. Number 10: energy -7853.5245 eV. Number 11: energy -7849.1974 eV. Number 12: energy -7851.0834 eV. Number 13: energy -7856.2012 eV.